{"formula": "C20H16Cl3CuIN3O3Si", "method": "ωB97M-V with the def2-TZVPD basis set", "symbols": ["Cu", "C", "O", "C", "C", "C", "C", "C", "C", "N", "N", "C", "O", "C", "C", "C", "C", "C", "C", "C", "O", "H", "H", "H", "H", "H", "H", "H", "H", "H", "H", "H", "H", "Cl", "Si", "Cl", "Cl", "I", "C", "C", "C", "C", "C", "N", "H", "H", "H", "H"], "xyz": [[-1.0714, -0.4752, -0.7666], [-3.8483, -0.6546, 2.7584], [-3.6638, -2.0659, 2.7475], [-2.3708, -2.5171, 2.6504], [-1.9851, -3.5167, 3.5122], [-0.7011, -4.0641, 3.4615], [0.1881, -3.5713, 2.5386], [-0.1724, -2.5595, 1.6319], [0.8646, -2.0954, 0.7357], [0.6725, -1.2101, -0.1677], [1.7583, -0.7796, -0.9109], [1.3470, 0.0823, -1.8156], [0.1438, 0.4764, -1.9912], [2.3884, 0.6816, -2.7051], [2.0422, 1.7429, -3.5339], [2.9921, 2.3149, -4.3660], [4.2901, 1.8287, -4.3812], [4.6401, 0.7688, -3.5549], [3.6950, 0.1981, -2.7190], [-1.4904, -2.0162, 1.6395], [-1.9433, -1.1087, 0.8367], [-4.8052, -0.4810, 3.2508], [-3.8508, -0.2457, 1.7498], [-3.0537, -0.1672, 3.3337], [-2.7169, -3.8643, 4.2316], [-0.4137, -4.8515, 4.1456], [1.1990, -3.9616, 2.4929], [1.8694, -2.5016, 0.8561], [1.0201, 2.0960, -3.5133], [2.7141, 3.1411, -5.0090], [5.0274, 2.2709, -5.0407], [5.6530, 0.3847, -3.5641], [3.9462, -0.6245, -2.0638], [-3.5706, -2.9017, -1.8321], [-2.7969, -1.0041, -2.2742], [-4.5171, 0.1804, -2.5558], [-2.0461, -1.2496, -4.2228], [-2.0873, 3.2201, -1.5085], [-0.8976, 2.9623, 0.1962], [-0.3693, 4.0686, 0.8529], [0.3946, 3.8315, 1.9815], [0.5951, 2.5251, 2.4063], [0.0257, 1.5007, 1.6708], [-0.7049, 1.7234, 0.5799], [-0.5541, 5.0664, 0.4836], [0.8324, 4.6612, 2.5224], [1.1830, 2.3001, 3.2849], [0.1486, 0.4610, 1.9449]], "total_charge": -1, "energy_ha": -4770.22068, "multiplicity": 2, "mol_weight_da": 671.26, "homo_energy_ev": [-4.51, -4.72], "s2": 0.75, "max_force_ha_per_bohr": 0.0079}



{"formula": "C20H16F6N2", "method": "ωB97M-V with the def2-TZVPD basis set", "symbols": ["C", "C", "N", "C", "C", "C", "N", "H", "H", "H", "H", "H", "H", "H", "F", "C", "F", "F", "C", "C", "C", "C", "C", "C", "C", "C", "C", "C", "F", "F", "F", "C", "C", "C", "C", "H", "H", "H", "H", "H", "H", "H", "H", "H"], "xyz": [[2.2259, -1.1526, 2.6839], [0.8919, -0.5349, 2.6937], [-0.2293, -1.2990, 2.6146], [-1.2825, -0.4425, 2.6621], [-2.6796, -0.9262, 2.6211], [-0.7629, 0.8863, 2.7622], [0.5943, 0.8082, 2.7808], [3.0033, -0.3833, 2.6998], [2.3402, -1.8094, 3.5570], [2.3348, -1.7762, 1.7861], [-3.3757, -0.0828, 2.5982], [-2.8488, -1.5512, 1.7337], [-2.9082, -1.5486, 3.4980], [-1.3399, 1.8044, 2.8215], [0.4231, 7.9968, 7.0957], [-0.0394, 6.7139, 7.1528], [0.2992, 6.2216, 8.3853], [-1.4115, 6.7847, 7.1206], [0.4925, 5.8506, 6.0441], [0.4269, 4.4629, 6.1796], [0.8356, 3.6587, 5.1348], [1.3344, 4.2033, 3.9107], [1.6980, 3.2852, 2.8858], [2.0859, 3.5890, 1.5541], [1.8835, 4.8423, 0.8880], [2.4433, 5.0869, -0.3574], [3.1334, 4.0750, -1.0216], [3.6971, 4.3409, -2.3888], [4.7019, 3.4739, -2.7135], [2.7392, 4.2197, -3.3665], [4.2094, 5.6052, -2.4943], [3.2676, 2.8074, -0.4538], [2.7455, 2.5700, 0.8032], [1.4919, 5.6258, 3.8645], [1.0240, 6.4295, 4.8949], [0.0470, 4.0220, 7.0976], [0.7636, 2.5729, 5.2215], [1.8441, 2.2559, 3.2046], [1.2605, 5.6142, 1.3369], [2.3366, 6.0631, -0.8262], [3.7767, 2.0152, -0.9948], [2.8282, 1.5767, 1.2478], [1.9997, 6.1081, 3.0313], [1.0791, 7.5113, 4.8125]], "total_charge": 0, "energy_ha": -1480.35803, "mol_weight_da": 398.35, "homo_energy_ev": -6.47, "max_force_ha_per_bohr": 0.0527}



{"formula": "C20H16F7N3O2", "method": "ωB97M-V with the def2-TZVPD basis set", "symbols": ["C", "C", "C", "C", "C", "O", "C", "C", "C", "N", "C", "N", "N", "C", "C", "F", "F", "F", "C", "C", "C", "C", "C", "F", "C", "C", "C", "O", "C", "F", "F", "F", "H", "H", "H", "H", "H", "H", "H", "H", "H", "H", "H", "H", "H", "H", "H", "H"], "xyz": [[0.6071, -0.4577, -4.1088], [0.7964, -1.5410, -3.0322], [1.2373, -2.8279, -3.7815], [-0.5235, -1.7868, -2.2587], [-0.8462, -0.5894, -1.3920], [-1.9931, -0.1789, -1.3468], [0.2034, 0.1161, -0.6896], [1.5226, -0.1354, -1.0377], [1.9506, -1.1781, -2.0593], [2.5828, 0.5604, -0.3850], [2.3717, 1.6380, 0.5066], [3.1564, 2.5953, 1.1376], [2.4397, 3.3871, 1.9599], [1.1907, 3.0144, 1.8726], [0.0234, 3.5796, 2.6810], [0.3060, 4.7056, 3.4017], [-0.9758, 3.8591, 1.8163], [-0.3671, 2.6146, 3.5583], [1.0825, 1.8920, 0.8911], [-0.1158, 1.0101, 0.4904], [-0.6405, 0.1479, 1.6605], [0.2837, -0.6332, 2.3790], [-0.1421, -1.4526, 3.4245], [0.7751, -2.1797, 4.1110], [-1.5054, -1.5450, 3.7404], [-2.4226, -0.7459, 3.0725], [-2.0074, 0.1427, 2.0539], [-2.8888, 1.0041, 1.4088], [-4.1261, 0.4182, 0.9509], [-4.0594, -0.8812, 0.5087], [-5.0256, 0.5373, 1.9661], [-4.5770, 1.2000, -0.1041], [1.4725, -0.4974, -4.8106], [-0.3365, -0.5981, -4.6423], [0.5586, 0.5535, -3.6509], [0.5927, -3.0495, -4.6369], [1.1146, -3.6884, -3.1437], [2.2669, -2.7631, -4.0956], [-0.4920, -2.6479, -1.5884], [-1.3772, -1.9774, -2.9518], [2.2951, -2.0814, -1.5780], [2.8088, -0.7680, -2.6198], [3.4733, 0.4659, -0.8084], [4.1630, 2.6979, 0.9759], [-0.8771, 1.7795, 0.2182], [1.3497, -0.6718, 2.1120], [-1.8249, -2.1686, 4.5625], [-3.5007, -0.8749, 3.2620]], "total_charge": 0, "smiles": "CC1(C)CC(=O)C2=C(C1)Nc1[nH]nc(C(F)(F)F)c1[C@@H]2c1cc(F)ccc1OC(F)(F)F", "energy_ha": -1785.55793, "mol_weight_da": 463.35, "homo_energy_ev": -8.46, "max_force_ha_per_bohr": 0.0611}